A molecular structure, C38H96Br2N22O12Si3. Source: the Open Molecules 2025 dataset; level of theory: ωB97M-V/def2-TZVPD.

Summary:
frontier orbital gap = 8.84 eV
DFT total energy = -9630.14734 Ha
HOMO = -8.768 eV
net charge = 0

Geometry (Å):
C: -1.09099 7.17389 -0.13491
C: -2.57614 6.77915 -0.26935
C: -3.31237 6.70642 1.08275
C: -3.98107 5.35093 1.38043
C: -3.30937 4.57883 2.51635
Si: -1.97081 3.40181 1.96922
C: -2.53653 1.66899 1.44583
C: -3.66221 1.55636 0.42855
C: -3.39265 2.24348 -0.89019
Br: -5.40410 2.08896 1.16270
O: -0.90524 3.25917 3.25046
Si: 0.61519 2.58197 3.12800
C: 0.70224 0.96627 4.05776
C: -0.09025 -0.20452 3.46663
C: 0.63748 -1.54861 3.58925
C: 0.20540 -2.51406 2.48942
C: 0.62902 -2.09570 1.09197
C: -0.30060 -2.68800 0.01037
C: 0.41003 -3.59917 -0.96714
C: 1.37301 -2.81271 -1.89824
Si: 1.12975 -3.20271 -3.72828
C: 2.84345 -3.29380 -4.50889
C: 0.26757 -4.84298 -4.00403
C: 0.23761 -1.79720 -4.63433
C: -0.22920 -2.02140 -5.95896
C: -0.87992 -1.00427 -6.70607
C: -1.06101 0.23153 -6.15781
C: -0.61358 0.48697 -4.83292
C: 0.03522 -0.52787 -4.07401
C: 1.27682 2.44739 1.34852
Br: 2.89723 1.33683 1.58877
C: 1.66219 3.82312 0.79115
C: 2.72551 3.86852 -0.30346
H: -0.71658 7.70014 -1.00465
H: -0.49390 6.27080 -0.02608
H: -0.91613 7.75986 0.75597
H: -3.05139 7.48620 -0.93783
H: -2.59254 5.80481 -0.73920
H: -2.65352 6.98565 1.89514
H: -4.10535 7.44478 1.05546
H: -5.00049 5.55272 1.69162
H: -4.06428 4.77456 0.46639
H: -2.84800 5.24771 3.23143
H: -4.04597 4.00871 3.07083
H: -1.32047 3.99797 0.77325
H: -1.68603 1.19604 0.95709
H: -2.76901 1.06174 2.31585
H: -3.80515 0.50631 0.21580
H: -4.32355 2.34630 -1.43672
H: -2.97920 3.23847 -0.78402
H: -2.75658 1.61392 -1.49868
H: 1.55388 3.50581 3.81498
H: 0.38950 1.17899 5.07704
H: 1.76230 0.74942 4.10576
H: -1.00077 -0.28236 4.04830
H: -0.31835 -0.06325 2.41847
H: 1.70895 -1.38468 3.51273
H: 0.43254 -1.99618 4.55499
H: -0.85955 -2.59880 2.55540
H: 0.65059 -3.48400 2.69807
H: 1.64989 -2.40143 0.90029
H: 0.61527 -1.01073 0.99480
H: -1.05659 -3.28644 0.50318
H: -0.81906 -1.91347 -0.55307
H: 0.96130 -4.35074 -0.43572
H: -0.35579 -4.07015 -1.57251
H: 1.22498 -1.74803 -1.72299
H: 2.41304 -3.00301 -1.65603
H: 3.32404 -2.34705 -4.29971
H: 3.43997 -4.11713 -4.14187
H: 2.73258 -3.32754 -5.58903
H: 0.64374 -5.60173 -3.32897
H: 0.44699 -5.16781 -5.02568
H: -0.79523 -4.77699 -3.86466
H: -0.08503 -2.98461 -6.43068
H: -1.20598 -1.21144 -7.71480
H: -1.53429 1.03954 -6.69594
H: -0.75396 1.46674 -4.39921
H: 0.37544 -0.30706 -3.07370
H: 0.66564 1.87970 0.65847
H: 0.78401 4.32035 0.39742
H: 2.02839 4.41619 1.62311
H: 2.63240 4.82267 -0.81270
H: 3.72564 3.84035 0.10114
H: 2.58060 3.09257 -1.04529
C: -4.75845 1.02806 -7.95110
O: -4.15436 2.00172 -7.53815
N: -5.63945 1.10086 -8.99739
N: -4.59840 -0.21634 -7.40426
H: -6.14386 0.31247 -9.35370
H: -5.77469 1.99991 -9.41910
H: -3.94352 -0.30149 -6.64827
H: -5.07252 -1.03520 -7.73336
C: 6.26175 -1.19401 -4.08218
O: 5.89150 -2.19478 -4.67560
N: 5.68078 -0.78072 -2.91124
N: 7.26111 -0.38188 -4.52927
H: 5.95820 0.05438 -2.42959
H: 4.93754 -1.34253 -2.54115
H: 7.70705 -0.63514 -5.38968
H: 7.54888 0.45107 -4.04136
C: -8.18124 -1.63014 2.52352
O: -8.79806 -2.52865 3.06728
N: -8.29417 -1.37060 1.18140
N: -7.32391 -0.80352 3.19230
H: -7.79909 -0.63100 0.71943
H: -8.92020 -1.94917 0.65466
H: -7.21377 -0.94505 4.17875
H: -6.81402 -0.07279 2.73444
C: -4.30551 6.65047 5.77615
O: -4.49848 5.54381 5.30887
N: -5.21150 7.67001 5.64907
N: -3.16349 6.96625 6.46194
H: -5.07049 8.58774 6.02453
H: -6.05794 7.46947 5.15123
H: -2.48135 6.23985 6.57302
H: -2.98271 7.87016 6.85368
C: -3.50205 -3.59876 -2.27422
O: -2.54352 -4.32890 -2.44450
N: -4.54175 -3.92958 -1.44850
N: -3.60429 -2.38150 -2.89494
H: -5.33414 -3.33825 -1.28943
H: -4.48378 -4.80958 -0.97202
H: -2.84663 -2.10902 -3.49586
H: -4.37797 -1.75778 -2.76929
C: 6.81365 3.27988 -4.51791
O: 6.93164 2.40085 -3.67778
N: 5.67260 3.42614 -5.24648
N: 7.81213 4.17019 -4.78200
H: 5.54627 4.13641 -5.94146
H: 4.93042 2.77396 -5.07256
H: 8.65805 4.08490 -4.25182
H: 7.73614 4.90019 -5.46381
C: -3.20800 -4.74589 3.54419
O: -2.53841 -3.73225 3.62369
N: -2.64180 -5.97382 3.33633
N: -4.57104 -4.73760 3.65401
H: -3.16869 -6.82247 3.26602
H: -1.64335 -6.00683 3.23659
H: -5.01248 -3.85267 3.81409
H: -5.13817 -5.56113 3.59824
C: 2.83935 -6.92507 0.79393
O: 1.86673 -6.25064 1.08904
N: 3.43075 -6.87519 -0.43739
N: 3.43013 -7.80342 1.65886
H: 4.23241 -7.43065 -0.68193
H: 3.03834 -6.24612 -1.11296
H: 3.03847 -7.88834 2.57749
H: 4.23507 -8.35387 1.40711
C: 7.20458 5.47905 1.83834
O: 7.99570 6.32486 1.46588
N: 6.88104 4.39010 1.07647
N: 6.57228 5.54962 3.05108
H: 6.23307 3.68265 1.36786
H: 7.32491 4.30416 0.18227
H: 6.78799 6.33544 3.63422
H: 5.91903 4.86310 3.37705
C: 2.00132 2.80655 8.71900
O: 2.40342 3.83912 9.22212
N: 1.33703 2.78172 7.52270
N: 2.18140 1.58326 9.30855
H: 0.99887 1.94293 7.09188
H: 1.19070 3.65962 7.06153
H: 2.66529 1.56578 10.18587
H: 1.85958 0.72264 8.90956
C: 4.65109 -10.76078 -0.17338
O: 5.32770 -9.75510 -0.00509
N: 5.21446 -11.96684 -0.47239
N: 3.29210 -10.74503 -0.07468
H: 4.68440 -12.80419 -0.61710
H: 6.21347 -11.99997 -0.55077
H: 2.86015 -9.86301 0.14104
H: 2.71338 -11.55143 -0.20911

Mulliken atomic charge list, values in e, 99 entries: -0.74 -0.37 -0.98 -0.57 -0.70 -0.18 -0.09 0.01 -1.27 -0.22 -0.29 0.45 -0.92 0.76 -1.33 -0.84 0.68 -1.39 -0.36 -0.28 0.09 -1.05 -1.18 0.82 -0.34 -0.74 -0.65 -0.75 -0.37 -0.16 -0.24 0.54 -1.40 0.38 -0.18 0.34 0.49 0.19 0.46 0.39 0.41 0.30 0.37 0.60 -0.18 -0.42 0.60 0.66 0.46 0.12 0.41 -0.37 0.00 0.58 0.54 -0.69 0.44 0.43 0.35 0.47 0.60 -0.74 0.50 0.39 0.05 0.28 0.17 0.40 0.09 0.30 0.41 0.34 0.44 0.33 0.32 0.39 0.50 0.47 0.40 0.59 -0.72 0.29 0.45 0.26 0.35 0.65 -0.63 -0.40 -0.32 0.16 0.22 0.17 0.16 0.62 -0.64 -0.27 -0.35 0.17 0.19